No. 1
Entry from the Open Molecules 2025 dataset: a 2-piece molecular cluster, C4H12O overall in a non-equilibrium geometry (ωB97M-V with the def2-TZVPD basis set).

Geometry as ORCA input:
```
! RIJCOSX wB97M-V def2-TZVPD def2/J DEFGRID3
* xyz 0 1
C -1.82 -0.80 -0.48
H 1.92 -1.25 1.89
C -1.19 0.56 -0.67
H 0.47 -0.25 1.69
H -2.91 -0.70 -0.64
H -1.51 -1.50 -1.28
H 2.55 -0.91 -0.24
C 1.96 -0.05 0.06
H -0.29 0.45 -1.27
H -1.56 -1.30 0.45
H 1.02 -0.09 -0.51
H -0.84 1.16 0.18
H 1.96 0.41 2.28
H -1.74 2.27 -1.51
C 1.54 -0.28 1.54
H 2.49 0.90 -0.01
O -2.05 1.38 -1.47
*
```

## Properties
**HOMO energy**: -9.980 eV
**Relative energy (zero: lowest compared OMol25 entry of this formula, charge and spin)**: 1.074 eV
**SMILES**: CCO.CC
**Total energy**: -234.793142 hartree

=====

No. 2
Entry from the Open Molecules 2025 dataset: a 7-piece molecular cluster, C5H26N2O7 overall in a non-equilibrium geometry (ωB97M-V with the def2-TZVPD basis set).

Geometry as ORCA input:
```
! RIJCOSX wB97M-V def2-TZVPD def2/J DEFGRID3
* xyz 0 1
O 1.68 3.39 -1.69
C -1.79 -0.73 2.96
H 0.93 -1.52 -0.32
H -3.10 0.07 0.96
H -0.81 -2.45 -1.78
O 4.07 2.19 -1.74
H -2.30 -2.47 2.00
H -1.25 -3.43 -0.77
H 0.97 1.29 2.11
H -4.44 -0.86 1.42
H -1.32 1.24 -1.44
H -1.82 -0.93 4.03
H -1.56 1.92 1.59
H -0.85 -0.38 0.45
C 0.36 1.19 1.21
H -2.17 0.30 2.90
H 0.90 3.50 -2.24
H -2.24 2.46 -2.00
O 2.98 -1.69 -1.97
H 1.02 1.52 0.41
H 0.04 -1.81 2.82
H 1.96 -0.06 -3.40
H 2.52 -2.28 -2.58
C -0.30 -0.80 2.56
C 0.00 -0.32 1.13
H 4.10 1.24 -1.55
H 1.07 1.17 -2.97
O -1.42 1.98 -2.04
N -2.73 -1.60 2.27
C -3.40 -0.97 1.10
H 2.43 3.90 -1.98
H 0.26 -0.29 3.35
H 1.77 -1.50 1.14
O -1.14 -3.36 -1.73
N 1.12 -1.05 0.54
H 3.76 -2.17 -1.68
H 3.57 2.44 -0.98
O -0.71 2.08 1.18
O 1.11 0.35 -3.47
H -3.27 -1.56 0.19
*
```

## Properties
**HOMO energy**: -8.778 eV
**Relative energy (zero: lowest compared OMol25 entry of this formula, charge and spin)**: 2.976 eV
**SMILES**: CNCC[C@H](N)CO.O.O.O.O.O.O
**Total energy**: -842.211716 hartree

=====

No. 3
Entry from the Open Molecules 2025 dataset: C20H45N2P3S2Y as an isolated structure in a non-equilibrium geometry (ωB97M-V with the def2-TZVPD basis set).

Geometry as ORCA input:
```
! RIJCOSX wB97M-V def2-TZVPD def2/J DEFGRID3
* xyz 3 1
H -2.27 -3.33 0.92
C 7.34 -2.89 -1.92
H 7.80 -2.77 -2.91
C -3.01 1.77 -2.11
H 0.10 -3.15 2.24
C -1.67 -3.46 0.01
H -2.34 -3.34 -0.86
C 5.41 -2.64 -0.44
C 2.18 0.98 -0.99
H -1.68 2.41 3.16
H 1.24 0.37 -2.86
C -2.20 -0.81 -3.03
S -0.39 3.10 0.87
C 8.11 -3.42 -0.87
C -2.13 -1.36 3.19
H -3.02 3.34 1.52
H 5.70 -3.38 1.55
H 8.09 -3.99 1.21
H 3.53 -1.08 0.26
H -2.48 6.51 -1.78
H -4.07 4.58 -0.93
H 5.38 -2.18 -2.54
C 7.52 -3.56 0.39
P -2.29 0.21 -1.50
H -2.22 2.45 -2.45
S 3.70 -2.36 -0.24
H -2.36 1.26 4.37
H 2.25 1.74 -0.18
H -2.42 -1.23 4.24
H -3.51 -1.50 -0.25
N -2.91 4.00 0.75
H -3.16 -0.78 -3.57
H -4.20 0.13 0.02
H 9.16 -3.72 -1.05
H -3.58 2.28 -1.32
H -1.41 -0.42 -3.68
C 0.21 0.11 3.86
H -2.61 6.55 0.04
C -4.15 4.50 0.16
C 6.01 -2.52 -1.72
C 6.18 -3.19 0.60
H -1.55 -2.29 3.08
H 0.87 2.09 -2.35
H -4.43 5.46 0.59
H -3.04 -1.46 2.58
H 0.90 -0.72 3.64
N -1.45 4.95 -0.81
H -1.26 -4.48 -0.01
C -1.68 4.09 0.22
H 0.86 -3.90 -1.39
C -3.78 -0.55 -0.73
H -1.09 7.02 -0.78
H -4.55 -0.75 -1.50
H -0.50 4.85 -1.18
C 1.32 1.12 -2.07
H 1.20 -3.91 1.02
C -2.19 1.45 3.30
H -4.94 3.78 0.40
H -3.67 1.54 -2.95
H -1.97 -1.86 -2.78
H 1.42 -2.25 -1.80
C -1.96 6.34 -0.82
P -0.26 -2.27 -0.01
H -0.16 -2.81 -2.39
H -0.17 0.01 4.88
H 2.98 0.22 -0.97
P -1.16 0.09 2.63
H -3.15 1.48 2.77
C 0.74 -2.96 1.36
H 1.56 -2.29 1.68
H 0.76 1.05 3.76
C 0.54 -2.86 -1.55
Y -0.03 0.53 0.06
*
```

## Properties
**HOMO energy**: -15.121 eV
**Relative energy (zero: lowest compared OMol25 entry of this formula, charge and spin)**: 0.000 eV
**Total energy**: -2756.426803 hartree

=====

No. 4
Entry from the Open Molecules 2025 dataset: an isolated ion of composition C3H4N3 and charge +1 in a non-equilibrium geometry (ωB97M-V with the def2-TZVPD basis set).

Geometry as ORCA input:
```
! RIJCOSX wB97M-V def2-TZVPD def2/J DEFGRID3
* xyz 1 1
H 0.50 0.73 1.20
N -2.97 -0.21 0.18
H 1.13 1.57 -0.03
C -2.84 0.99 -0.11
C 0.70 0.65 0.21
H -2.76 -2.31 0.39
N -0.55 0.64 -0.50
C -2.55 -1.31 0.24
H 1.20 -0.17 -0.26
N -1.61 1.16 -0.34
*
```

## Properties
**HOMO energy (spin up / spin down)**: -14.841 / -14.840 eV
**Relative energy (zero: lowest compared OMol25 entry of this formula, charge and spin)**: 4.977 eV
**Total energy**: -280.446165 hartree

=====

No. 5
Entry from the Open Molecules 2025 dataset: C36H82BBrCsN3O4P2Si as an isolated structure in a non-equilibrium geometry (ωB97M-V with the def2-TZVPD basis set).

Geometry as ORCA input:
```
! RIJCOSX wB97M-V def2-TZVPD def2/J DEFGRID3
* xyz 0 1
H -1.17 5.32 6.11
H 0.61 8.19 2.01
H 2.32 6.74 0.99
Cs -1.17 0.94 -0.36
H -3.98 -4.73 0.25
C -2.61 5.06 3.00
C -1.63 4.64 4.09
H 0.25 3.71 6.41
Si 0.21 4.64 3.43
C 1.94 1.71 -2.70
H -2.81 5.67 5.58
H 6.53 2.11 -3.22
H -4.68 -2.57 -0.67
H -4.71 -4.29 -2.29
P 3.82 1.75 -2.38
H 0.78 2.37 5.37
H 6.41 0.40 -3.65
C 0.70 0.52 -4.44
H -0.76 7.53 2.89
C 1.58 4.30 4.78
H -3.28 -5.14 -2.84
H 1.10 6.09 5.93
H 0.15 6.67 0.14
C 4.17 0.20 -1.34
H 0.82 -0.64 3.07
C 3.96 -1.15 -2.02
H -1.00 4.76 -2.60
H -2.28 -4.41 0.62
B 0.48 -0.43 -2.31
C 4.63 1.55 -4.11
O 0.74 -2.66 1.28
H -1.39 -1.81 -5.85
H 0.11 4.93 0.33
H -1.46 6.63 4.97
H 1.58 2.03 -1.71
H -2.23 -1.85 -3.25
C -2.91 -3.65 -1.30
H 4.51 -0.52 -4.72
H 2.97 -1.19 -2.47
H -5.46 0.53 -0.42
H -2.05 2.53 3.75
H 2.75 6.25 2.62
N -0.25 -1.19 -3.32
C -0.55 -0.11 -6.85
H -1.46 2.88 5.37
H 1.11 -3.61 -3.50
H 2.64 2.70 3.75
H 5.74 1.32 -0.35
H -5.01 1.03 0.97
H 3.29 4.30 3.41
H 3.01 0.38 -4.97
C -0.65 -5.61 -2.97
H 3.51 -0.39 0.62
H 1.79 2.57 -3.36
C 5.59 0.33 -0.80
H 1.11 -6.09 -0.84
H 1.66 -3.30 -1.86
H -1.03 -0.34 -7.79
H -3.10 3.31 4.93
Br 0.29 2.72 2.16
H -1.53 3.44 -3.39
C 0.29 -5.40 -0.67
H 5.77 -0.42 -0.02
H -0.50 -1.91 2.28
C 0.86 1.35 -5.54
C 1.97 5.60 5.49
H 0.11 -6.31 -3.30
H 1.89 3.08 6.54
C -0.05 -4.64 -1.96
H -1.08 -3.01 -3.94
C 2.85 3.68 4.18
C 4.37 2.91 -4.77
H 2.68 5.40 6.28
H 6.63 1.61 -4.90
H 3.32 3.06 -4.98
C 0.31 7.41 2.72
H 0.70 -2.40 0.35
C 2.12 6.00 1.77
H -2.72 -5.68 -0.53
H -0.56 -5.98 -0.32
H -3.58 -3.49 -3.37
C -3.65 -4.17 -2.53
C -0.76 -0.93 -5.75
H 0.58 -4.71 0.12
H 6.34 0.19 -1.56
O -0.95 -1.31 2.92
O -4.80 1.06 0.03
H -3.19 -2.10 0.18
H -2.60 4.49 -2.75
C 1.26 -4.06 -2.52
C -2.07 3.26 4.56
H 2.41 5.03 1.38
H -2.46 6.10 2.69
H 4.04 -1.94 -1.28
H 4.92 2.98 -5.71
P -1.08 -3.09 -1.49
C -1.21 -2.26 -3.16
H -1.46 -6.19 -2.54
H -1.22 -1.88 3.65
H 0.83 7.59 3.65
O 1.76 -0.59 2.84
H 4.71 3.72 -4.12
N -1.71 4.04 -2.59
H 3.23 1.31 0.26
H -1.02 -5.09 -3.86
H 1.41 -2.09 1.70
C 4.10 0.44 -5.00
C 3.21 0.31 -0.16
H 1.45 2.26 -5.49
H -1.21 5.92 0.96
H 0.36 1.67 -7.60
C -1.77 5.62 5.26
C 1.08 3.31 5.84
H -2.53 4.42 2.12
H 3.59 3.54 4.96
H 1.87 0.22 2.35
C 0.23 1.02 -6.74
C 0.63 6.03 2.14
C -0.14 -0.61 -4.55
H 4.71 -1.33 -2.79
C -0.13 5.87 0.82
H 4.38 0.64 -6.04
H 2.00 -4.85 -2.63
H -3.63 4.98 3.37
C -2.97 -4.69 -0.17
N 1.14 0.60 -3.14
H 2.43 6.30 4.80
C 6.14 1.41 -3.95
H -3.47 -1.56 -1.48
C -3.61 -2.38 -0.79
H 2.19 0.06 -0.48
*
```

## Properties
**HOMO energy**: -5.180 eV
**Relative energy (zero: lowest compared OMol25 entry of this formula, charge and spin)**: 0.000 eV
**Total energy**: -5477.435948 hartree

=====

No. 6
Entry from the Open Molecules 2025 dataset: C46H44FIN4O3P2Pt as an isolated structure (ωB97M-V with the def2-TZVPD basis set).

Geometry as ORCA input:
```
! RIJCOSX wB97M-V def2-TZVPD def2/J DEFGRID3
* xyz 4 5
H 6.56 -1.76 0.80
F -1.25 -5.67 -1.80
H 6.45 -2.48 3.18
H -3.47 2.75 -0.32
C -3.58 1.51 5.15
C -0.43 -1.00 -6.11
C -4.32 1.22 6.28
H 2.50 1.53 4.22
H 0.46 1.54 4.35
C 4.31 2.45 3.60
H -2.73 -4.50 -6.09
H 4.33 -2.16 4.46
C 5.66 -1.62 1.39
C 5.59 -2.02 2.71
C 4.39 3.32 1.35
H 4.80 2.27 4.55
P -1.54 2.79 3.80
H -4.54 1.54 8.39
C 5.00 3.10 2.57
C -0.24 -2.29 -2.57
C -0.21 1.56 3.50
H 1.66 -1.16 -6.64
N -1.89 -7.80 -6.35
C -2.45 2.33 5.26
H -0.89 -8.01 -6.34
H -3.52 -7.96 -5.03
H -1.17 -6.01 -7.21
C 0.14 0.00 -3.99
C -0.93 4.43 3.97
C -1.86 -7.01 -3.98
O 0.51 -1.23 -0.61
C -2.07 2.87 6.50
H -1.40 -1.42 -6.38
H -0.29 -3.56 -0.82
H -2.81 -6.44 -7.70
C -2.44 -8.02 -4.96
C -2.13 -6.39 -6.86
H -2.31 -8.48 -6.99
H -0.61 5.94 -0.37
C -0.48 -3.49 -1.88
H -3.88 1.11 4.19
C -1.59 2.34 0.62
H -0.47 0.06 -6.36
C -2.50 3.14 -0.07
H -0.73 0.59 3.49
N -1.90 -5.65 -4.53
H -2.83 5.05 -0.98
C -0.33 2.84 0.95
C 0.43 4.77 4.01
C -0.88 4.93 -0.10
O 0.47 2.38 -2.66
H 6.02 3.42 2.74
C 0.43 0.03 -2.63
C 0.03 4.13 0.59
Pt 1.80 -0.01 0.44
C 3.01 2.04 3.41
P 0.70 1.72 1.89
O 1.44 1.45 -0.92
N -0.28 -1.07 -4.64
C 0.72 -1.67 -6.84
H -2.52 2.95 8.58
N 3.40 -0.85 1.52
C 4.42 -1.84 3.43
C -2.14 4.43 -0.43
H 0.54 -1.62 -7.92
C 0.78 6.09 4.21
C 4.54 -1.04 0.83
H 0.09 8.10 4.47
C 0.77 1.37 -2.08
C 2.36 2.31 2.19
H -0.83 -7.28 -3.74
C -1.00 -4.57 -2.52
H -1.87 1.32 0.87
C -0.52 -2.25 -3.94
H -1.21 -3.34 -5.65
H -2.97 5.15 4.06
H -2.18 -9.03 -4.65
C -2.70 -5.52 -5.74
C -1.92 5.42 4.10
I 4.46 -0.40 -1.14
H 0.25 0.91 -4.56
C 0.27 -1.13 -1.88
H 1.20 4.01 3.93
C -1.33 -4.56 -3.90
C -1.55 6.74 4.28
C -0.20 7.07 4.33
H -2.30 7.51 4.38
H 0.99 4.54 0.85
H 2.40 -1.09 3.31
H -5.19 0.59 6.21
C -1.04 -3.38 -4.59
H 0.84 -2.72 -6.56
H 1.83 6.36 4.29
H -2.44 -7.11 -3.06
H -3.73 -5.80 -5.54
C -3.94 1.75 7.51
C 3.08 2.92 1.14
H 4.94 3.80 0.55
H 2.61 3.08 0.18
H -1.21 3.53 6.58
C 3.34 -1.25 2.80
C -2.81 2.56 7.62
*
```

## Properties
**HOMO energy (spin up / spin down)**: -16.711 / -16.919 eV
**Relative energy (zero: lowest compared OMol25 entry of this formula, charge and spin)**: 0.381 eV
**Total energy**: -3422.256490 hartree

=====

No. 7
Entry from the Open Molecules 2025 dataset: a 2-piece molecular cluster, C2H6FO2P overall in a non-equilibrium geometry (ωB97M-V with the def2-TZVPD basis set).

Geometry as ORCA input:
```
! RIJCOSX wB97M-V def2-TZVPD def2/J DEFGRID3
* xyz 0 1
H -0.04 -2.59 1.63
C -0.14 1.75 -0.87
H 0.65 -1.05 1.43
O -0.60 0.51 -0.60
H 1.69 -2.38 1.43
P 0.73 -1.28 -1.48
H -0.61 2.42 -0.20
H 0.92 1.98 -0.67
O 0.29 -2.18 -0.30
F 2.04 -0.46 -0.98
H -0.24 2.11 -1.88
C 0.69 -2.06 1.17
*
```

## Properties
**HOMO energy**: -8.650 eV
**Relative energy (zero: lowest compared OMol25 entry of this formula, charge and spin)**: 3.451 eV
**Total energy**: -671.448897 hartree

=====

No. 8
Entry from the Open Molecules 2025 dataset: an isolated ion of composition C5H8O and charge -1 in a non-equilibrium geometry (ωB97M-V with the def2-TZVPD basis set).

Geometry as ORCA input:
```
! RIJCOSX wB97M-V def2-TZVPD def2/J DEFGRID3
* xyz -1 2
H -0.10 3.36 1.34
H -1.73 0.30 1.06
H 1.53 -0.31 -0.94
H -0.31 -0.62 1.67
H -1.15 2.72 -0.10
C -0.39 2.56 0.66
C 0.17 1.29 0.88
C -0.60 -0.61 -0.55
H -0.72 0.31 -1.18
O 0.91 -2.33 -0.99
H 1.25 1.24 1.02
H -1.40 -1.29 -0.85
C -0.68 0.04 0.86
C 0.78 -1.12 -0.86
*
```

## Properties
**HOMO energy (spin up / spin down)**: 0.403 / -2.188 eV
**Relative energy (zero: lowest compared OMol25 entry of this formula, charge and spin)**: 1.033 eV
**Total energy**: -270.436439 hartree

=====

Question: Which of these has the lowest total energy?
Answer: C36H82BBrCsN3O4P2Si

=====

Question: Number 7 is which compound?
Answer: C2H6FO2P

=====

Question: relative energy (zero: lowest compared OMol25 entry of this formula, charge and spin) of number 6 (C46H44FIN4O3P2Pt)?
Answer: 0.381 eV

=====

Copy entry 8 word for word.
Entry from the Open Molecules 2025 dataset: an isolated ion of composition C5H8O and charge -1 in a non-equilibrium geometry (ωB97M-V with the def2-TZVPD basis set).

Geometry as ORCA input:
```
! RIJCOSX wB97M-V def2-TZVPD def2/J DEFGRID3
* xyz -1 2
H -0.10 3.36 1.34
H -1.73 0.30 1.06
H 1.53 -0.31 -0.94
H -0.31 -0.62 1.67
H -1.15 2.72 -0.10
C -0.39 2.56 0.66
C 0.17 1.29 0.88
C -0.60 -0.61 -0.55
H -0.72 0.31 -1.18
O 0.91 -2.33 -0.99
H 1.25 1.24 1.02
H -1.40 -1.29 -0.85
C -0.68 0.04 0.86
C 0.78 -1.12 -0.86
*
```

## Properties
**HOMO energy (spin up / spin down)**: 0.403 / -2.188 eV
**Relative energy (zero: lowest compared OMol25 entry of this formula, charge and spin)**: 1.033 eV
**Total energy**: -270.436439 hartree